1.
Density functional theory data (the ωB97M-V functional and the def2-TZVPD basis) for C5H34NO13 as an isolated structure at a distorted geometry.

Values from the calculation:
**HOMO-LUMO gap**: 9.25 eV
**Net charge**: -1
**LUMO level**: 2.7545 eV
**DFT total energy**: -1243.7854 hartree

```
53
Properties=species:S:1:pos:R:3:forces:R:3
C 2.723216 -0.122046 1.659686 0.676 -1.137 -1.004
O 3.291230 1.176398 1.536547 -0.769 0.134 0.324
C 1.171326 -0.238110 1.860140 -0.113 1.090 1.205
C 0.659843 -1.531810 1.149319 1.892 0.528 0.818
C -0.694309 -1.545038 0.437553 0.996 -0.567 -0.723
C -0.569731 -2.697236 -0.598696 -0.365 1.510 -1.008
O -1.275149 -2.294429 -1.827576 -0.225 0.027 0.017
N 0.573769 1.073101 1.553580 -0.639 -0.459 0.074
H 3.243672 -0.623057 2.509347 -0.211 0.270 -0.741
H 2.956072 -0.637545 0.667132 -0.131 0.258 1.328
H 2.855072 1.579903 0.761803 0.478 -0.212 -0.165
H 0.925549 -0.305997 2.952520 0.610 -0.402 -0.575
H 1.529136 -1.823438 0.502787 -1.183 0.373 -0.280
H 0.799536 -2.345032 1.915748 -0.883 0.568 -0.496
H -0.996487 -0.653791 -0.151821 0.752 -0.322 0.661
H -1.491698 -1.707247 1.147805 -0.275 -0.271 0.098
H 0.456779 -2.858763 -0.963790 -0.141 -0.009 0.803
H -0.935221 -3.619011 -0.112481 -0.309 0.198 -1.019
H 0.194324 1.220853 0.639337 0.128 -0.302 -0.366
H 1.267389 1.805153 1.658286 -0.149 -0.368 0.297
H 4.124320 0.336276 -2.041065 -0.079 0.025 0.134
H 0.219647 0.789064 -2.474496 0.198 0.167 0.669
O 3.448050 -0.293551 -2.297002 1.849 -2.043 -0.688
H 0.653224 3.931770 -2.381720 0.184 0.145 -0.310
H 0.050572 2.753416 -3.019111 0.329 0.474 -0.536
O 0.514826 3.576594 -3.279510 -0.641 -0.409 0.825
H -3.572100 0.893567 -0.607554 -0.003 0.373 -0.928
H -2.948276 0.831256 0.694490 -0.390 -0.050 -0.101
O -3.815676 0.683830 0.282353 0.122 -0.465 0.947
H 1.434776 2.613586 -0.946306 0.237 -0.365 0.665
H 1.099050 3.345503 0.601352 0.640 0.471 0.879
O 0.684523 3.193046 -0.225730 -0.280 0.181 -2.024
H 3.853866 -3.728163 -0.497453 1.023 0.199 0.605
H 3.268196 -2.675192 -1.521870 0.240 -0.674 0.619
O 3.143324 -3.548555 -1.084060 -1.244 0.708 -1.285
H -3.784246 -2.190852 -2.307712 0.303 0.240 0.143
H -4.303047 -0.740747 -2.228412 0.323 0.183 0.050
O -4.574306 -1.654176 -2.185790 -0.524 -0.501 -0.157
H -2.518411 -1.534273 3.285211 -0.332 0.452 -0.029
H -0.995890 -1.489957 3.502335 -0.860 -0.508 0.153
O -1.799857 -2.022331 3.693265 1.217 0.119 0.011
H -0.949147 -1.401090 -2.153915 -0.317 -1.482 1.160
H -0.352055 1.120281 -1.057709 0.382 0.279 -0.018
O -0.571727 0.753092 -1.915206 -0.379 -0.419 -1.174
H -3.552514 0.798484 2.797613 -0.376 0.783 -0.729
H -4.681818 -0.334767 2.611771 0.195 0.744 -0.541
O -3.877579 -0.049148 3.051064 0.181 -1.587 1.326
H -1.295361 2.844412 -0.724171 0.730 0.437 0.600
H -1.393026 2.581076 0.844970 0.531 0.410 -0.710
O -1.828886 2.491687 -0.012486 -1.490 -0.644 0.364
H 2.648880 0.168266 -2.132492 -1.398 1.364 0.594
H 2.788350 2.302434 -2.046926 0.789 0.837 -0.937
O 2.198003 1.802303 -1.520954 -1.301 -0.351 1.175
```
Forces are in eV/Å.

Atom charges from the Mulliken analysis, given in e for atoms 1 to 6: -0.320 -0.647 0.200 -0.715 1.011 -0.578


2.
Density functional theory data (the ωB97M-V functional and the def2-TZVPD basis) for a 13-piece molecular cluster, C5H34O13 overall at a distorted geometry.

Values from the calculation:
**HOMO-LUMO gap**: 9.64 eV
**Net charge**: 0
**LUMO level**: 0.0832 eV
**DFT total energy**: -1188.9225 hartree

```
52
Properties=species:S:1:pos:R:3:forces:R:3
C -1.873993 -2.034469 0.456721 -1.090 1.348 -0.494
O -1.042155 -1.622238 1.493404 0.047 -0.604 1.294
C -1.098279 -2.374729 -0.844557 1.057 -0.797 -0.227
C 0.426777 -2.712179 -0.657802 -0.693 -0.058 1.506
C 1.307112 -2.017981 -1.622014 -1.045 -0.661 -0.459
C 2.064000 -2.655773 -2.483865 0.417 -0.331 -0.203
H -2.534360 -2.773075 0.929824 0.747 -0.843 -0.631
H -2.675762 -1.278193 0.298424 0.559 0.161 -0.426
H -0.708340 -0.725129 1.558917 -0.256 0.732 -1.015
H -0.938075 -1.642016 -1.622927 -1.510 0.821 0.215
H -1.517337 -3.246440 -1.361159 -0.326 0.299 0.183
H 0.715666 -2.271428 0.334884 0.023 -1.073 -0.973
H 0.457225 -3.798227 -0.817835 0.865 0.210 0.891
H 1.068312 -0.987497 -1.724317 0.336 0.700 0.001
H 2.538068 -2.184726 -3.317882 0.424 0.415 -0.200
H 2.202329 -3.721819 -2.398990 -0.041 -0.248 -0.022
H 3.922036 0.747314 0.013354 1.179 0.235 -0.129
H 2.725213 -0.014018 0.508982 0.140 1.660 -1.598
O 3.001714 0.693034 -0.199645 -1.036 -2.266 1.817
H 2.083780 0.706305 -2.075359 0.426 0.643 -0.140
H 1.753122 1.689241 -3.336699 0.431 0.106 0.497
O 1.516592 0.910857 -2.828714 -0.770 -0.508 -0.267
H 0.226145 -2.912762 1.637125 0.983 -0.196 2.309
H 0.522266 -2.569598 3.163307 -0.508 -0.676 -0.386
O 0.856548 -3.094845 2.416085 -0.776 -0.114 -0.647
H 1.551988 3.409476 0.674412 0.515 0.497 0.906
H 2.316375 2.258919 -0.205182 -0.486 0.453 0.744
O 1.597162 2.928124 -0.134093 -0.196 -0.532 -1.399
H 0.859729 1.568178 1.340447 -0.278 0.019 -0.714
H 0.555604 0.603431 2.451403 -1.114 0.542 -1.554
O 0.238705 0.850509 1.519706 1.634 -0.847 1.724
H -2.194329 0.638985 -2.498340 0.177 -0.014 -0.851
H -2.500381 0.081841 -1.136584 -0.270 1.146 -0.778
O -2.669031 0.882824 -1.707590 0.331 -1.302 1.310
H -0.276613 -1.078473 -4.274575 0.844 0.435 -0.379
H -0.204519 -0.028136 -3.020938 1.065 0.000 -0.975
O -0.645810 -0.760841 -3.463251 -2.041 -0.052 0.895
H -3.366005 1.627946 -0.213724 -1.193 -0.965 2.014
H -4.005176 0.642722 1.014710 0.483 0.837 -1.013
O -3.791882 1.549873 0.710169 0.587 0.343 -0.777
H 0.357634 3.544801 -1.456794 0.008 -0.022 0.178
H -1.103592 3.047777 -1.571621 1.141 1.550 -0.494
O -0.514520 3.848330 -1.747887 -1.325 -1.650 0.292
H 1.732908 -1.569935 2.526732 0.964 0.030 -0.365
H 3.195084 -1.981196 2.558630 -0.560 0.776 -0.030
O 2.633627 -1.175245 2.536787 0.374 -0.232 -0.165
H -1.399836 0.381209 4.215246 -0.624 -0.559 0.438
H -1.349306 1.646961 3.364398 0.158 0.177 -0.336
O -0.805481 1.021751 3.855952 0.431 0.294 0.346
H -2.117446 3.340392 1.695523 -0.396 0.204 0.696
H -0.990010 3.085066 0.886487 0.843 -0.108 -0.031
O -1.159131 3.318323 1.808173 -0.657 0.028 -0.578
```
Forces are in eV/Å.

Atom charges from the Mulliken analysis, given in e for atoms 1 to 6: -0.258 -0.407 0.190 0.555 0.273 -1.059


3.
Density functional theory data (the ωB97M-V functional and the def2-TZVPD basis) for a 12-piece molecular cluster, C5H35N2O12 overall at a distorted geometry.

Values from the calculation:
**HOMO-LUMO gap**: 10.69 eV
**Net charge**: +1
**LUMO level**: -2.1428 eV
**DFT total energy**: -1223.7401 hartree

```
54
Properties=species:S:1:pos:R:3:forces:R:3
O -1.938698 1.059425 0.992289 -0.365 -0.654 0.486
C -1.429948 1.523263 -0.017832 -0.819 1.867 -0.852
N -2.047846 2.557085 -0.670164 0.363 -0.293 0.134
C -1.652393 2.993195 -2.013767 -0.344 1.083 -0.574
C -0.050538 1.098766 -0.463720 0.646 -0.328 -0.854
N 0.570773 0.256218 0.626893 0.954 -0.356 -2.844
C 2.062180 0.481985 0.786851 0.014 -0.926 -0.231
C 2.851727 -0.145520 -0.350754 0.444 -1.298 -0.783
H -3.040802 2.739816 -0.416616 1.275 -0.533 -0.133
H -2.015466 2.285084 -2.767452 -0.124 0.242 0.200
H -2.091697 4.030933 -2.198356 0.697 -1.435 0.229
H -0.557294 3.020581 -2.153684 -0.490 0.152 0.384
H -0.086875 0.512333 -1.415658 -0.225 0.487 1.119
H 0.614473 1.936917 -0.750697 -0.487 -0.399 0.622
H 0.350869 -0.757540 0.398406 0.435 1.093 0.413
H 0.103910 0.436787 1.474638 -0.865 0.541 1.646
H 2.244981 1.544928 0.845480 -0.215 0.301 0.050
H 2.358312 0.019261 1.736350 -0.227 0.150 -0.199
H 2.735803 -1.268330 -0.418383 -0.036 1.084 0.429
H 3.932343 0.020400 -0.212594 -0.416 0.053 0.184
H 2.631482 0.199298 -1.373006 -0.172 0.297 0.666
H 0.778997 4.270548 1.658615 -0.030 -0.206 -0.018
H -0.407420 3.741122 0.885263 -1.483 0.550 -1.026
O 0.333223 3.457744 1.379266 1.566 0.038 0.856
H 1.185866 -3.642794 -1.079452 0.709 -0.111 0.918
H 0.527029 -4.185979 -2.296816 -1.033 -3.435 -2.059
O 0.733219 -3.405991 -1.898805 0.365 3.152 1.186
H 0.619729 -1.633516 2.667734 -0.520 -0.690 -0.927
H -0.631808 -2.181685 1.876587 -1.994 -0.043 0.309
O 0.298846 -2.129121 1.841291 2.607 0.373 0.856
H -1.479154 -1.912811 -0.195671 -1.295 -0.637 1.516
H -0.493639 -2.307732 -1.276672 0.665 -1.069 -0.789
O -0.952679 -1.574253 -0.890925 0.526 1.331 -0.712
H -1.950160 -0.534394 -1.672244 -1.739 1.449 -1.140
H -3.275048 -0.320949 -2.510209 -0.710 -0.577 -0.527
O -2.614226 0.175926 -2.057314 2.118 -1.125 1.319
H -1.351879 1.507078 2.957391 -0.068 -0.156 0.047
H -0.155222 2.342153 2.619468 0.606 1.407 -0.775
O -0.408695 1.591775 3.128952 -0.407 -1.373 1.216
H -3.171356 -1.800241 1.747046 -0.026 -0.002 -0.021
H -2.295504 -0.589839 1.304064 -0.066 0.406 0.003
O -2.300686 -1.553049 1.422406 -0.294 -0.589 0.164
H 0.625743 0.252106 3.696475 -1.244 2.012 -0.256
H 1.034873 -0.755282 4.715277 -0.014 -0.505 1.633
O 1.119617 -0.531267 3.813474 1.335 -1.480 -1.108
H 1.428269 -3.238156 0.927936 -5.224 5.133 5.033
H 2.009434 -4.560880 0.900698 0.215 -1.255 0.642
O 1.939738 -3.737238 0.461381 5.051 -3.995 -5.614
H 1.323509 0.374272 -3.017122 0.169 -0.174 -0.442
H 1.367789 1.720590 -3.745692 0.397 0.812 -2.190
O 1.228879 1.336599 -2.919856 -0.368 -0.395 2.052
H 1.306991 -2.116818 -2.741510 0.933 1.470 -1.136
H 2.430312 -1.607756 -3.707146 2.017 -0.819 -1.257
O 1.692209 -1.308397 -3.247685 -2.804 -0.627 2.157
```
Forces are in eV/Å.

Atom charges from the Mulliken analysis, given in e for atoms 1 to 6: -0.807 -0.431 -0.017 -0.744 -0.319 1.001


- Among the records above, which one has the highest HOMO-LUMO gap?
  C5H35N2O12


- DFT total energy of number 3 (C5H35N2O12)?
  -1223.7401 hartree


- The lowest HOMO-LUMO gap belongs to which entry?
  C5H34NO13


- Which of these has the highest DFT total energy?
  C5H34O13